{"formula": "C12H10N4OPbS2", "method": "wB97M-V/def2-TZVPD", "species": ["Pb", "S", "S", "O", "N", "N", "N", "N", "C", "C", "C", "C", "C", "C", "C", "C", "C", "C", "C", "C", "H", "H", "H", "H", "H", "H", "H", "H", "H", "H"], "xyz": [[-3.048, 1.523, -0.009], [-2.767, -0.975, 0.570], [-0.507, 2.636, 0.591], [-0.304, 1.120, 3.278], [-1.550, 0.811, -1.521], [0.938, -0.212, 1.953], [2.800, 1.650, -0.676], [0.971, -1.996, -1.169], [-0.997, -0.826, 0.359], [-0.519, 0.267, -0.678], [-0.156, -1.112, 1.623], [0.789, 0.821, 2.826], [1.675, 1.557, -0.468], [-0.161, -1.886, -2.059], [2.062, 1.541, 3.199], [-0.559, -1.709, -3.305], [0.244, 1.444, -0.203], [-0.212, -1.152, -0.870], [-1.874, 0.389, -2.801], [-1.526, -0.654, -3.587], [-0.836, -1.166, 2.465], [0.960, -2.827, -0.578], [-0.150, -2.296, -4.121], [-2.595, 1.060, -3.261], [1.808, 2.493, 3.656], [2.627, 0.941, 3.916], [1.866, -0.419, 1.620], [2.695, 1.708, 2.323], [-1.978, -0.639, -4.572], [0.301, -2.093, 1.497]], "e_homo_ha": -0.272, "total_energy_ha": -1746.61263}


{"formula": "C24H28BaN3O3P", "method": "wB97M-V/def2-TZVPD", "species": ["Ba", "P", "O", "O", "O", "N", "N", "N", "C", "C", "C", "C", "C", "C", "C", "C", "C", "C", "C", "C", "C", "C", "C", "C", "C", "C", "C", "C", "C", "C", "C", "C", "H", "H", "H", "H", "H", "H", "H", "H", "H", "H", "H", "H", "H", "H", "H", "H", "H", "H", "H", "H", "H", "H", "H", "H", "H", "H", "H", "H"], "xyz": [[-0.200, 1.050, -1.999], [-0.409, -0.082, 1.334], [-2.050, -0.627, -1.358], [1.811, 2.744, -1.841], [2.383, 0.740, -2.591], [0.210, 1.339, -5.038], [2.959, 1.119, 0.592], [-2.426, 1.559, -3.900], [-0.564, -2.897, 1.217], [-2.172, 1.841, -5.311], [1.154, -0.848, 3.580], [-4.894, -0.648, 2.180], [-4.001, -0.785, 3.232], [1.641, 0.648, 5.401], [4.157, 1.032, -0.243], [-4.437, -0.329, 0.908], [-2.481, 0.301, -0.634], [0.388, 0.135, 2.958], [4.044, 2.002, -1.421], [0.879, 1.634, 4.788], [-2.173, -0.316, 1.734], [0.267, 1.382, 3.571], [-0.980, 1.048, -5.827], [1.780, -0.590, 4.793], [2.659, 1.829, -2.028], [0.114, -1.752, 0.803], [1.180, -1.887, -0.084], [1.553, -3.145, -0.537], [-3.081, -0.161, 0.673], [-2.640, -0.620, 3.009], [0.877, -4.280, -0.117], [-0.187, -4.153, 0.766], [-5.955, -0.781, 2.348], [2.383, -3.229, -1.228], [4.165, 3.034, -1.090], [0.517, 2.298, -5.159], [-3.034, 1.632, -5.957], [2.725, 2.086, 0.789], [-0.730, -5.029, 1.097], [1.264, -1.821, 3.117], [3.075, 0.641, 1.477], [-3.151, 2.158, -3.525], [1.000, 0.750, -5.270], [1.175, -5.254, -0.483], [5.088, 1.238, 0.301], [2.126, 0.848, 6.348], [-1.957, 2.909, -5.407], [-1.408, -2.805, 1.888], [-5.150, -0.205, 0.100], [-2.742, 0.603, -3.759], [1.749, -1.030, -0.436], [-0.861, 1.256, -6.897], [-1.195, -0.021, -5.736], [2.373, -1.364, 5.264], [-1.945, -0.730, 3.833], [-0.314, 2.163, 3.092], [4.813, 1.772, -2.160], [0.767, 2.605, 5.253], [4.222, 0.015, -0.637], [-4.359, -1.019, 4.227]], "e_homo_ha": -0.243, "total_energy_ha": -1688.25696}


{"formula": "CH4FP", "method": "wB97M-V/def2-TZVPD", "species": ["P", "F", "C", "H", "H", "H", "H"], "xyz": [[0.503, 0.155, 1.109], [1.733, -0.777, 0.775], [-0.261, 0.381, -0.587], [0.465, 1.252, -0.939], [-0.854, -1.047, 1.613], [-1.366, 0.597, -0.844], [-0.219, -0.560, -1.127]], "e_homo_ha": -0.348, "total_energy_ha": -481.66248}


{"formula": "H7NO2", "method": "wB97M-V/def2-TZVPD", "species": ["O", "O", "N", "H", "H", "H", "H", "H", "H", "H"], "xyz": [[-1.107, -2.549, -0.669], [1.569, 1.171, 1.918], [-0.588, 1.242, -1.092], [2.425, 1.566, 1.692], [-0.359, -3.054, -0.331], [-0.917, 2.116, -0.697], [-0.754, -1.661, -0.840], [1.050, 1.148, 1.094], [-1.283, 0.509, -1.127], [-0.051, 1.333, -1.947]], "e_homo_ha": [0.037, -0.204], "s2": 0.75, "multiplicity": 2, "total_energy_ha": -209.38320, "charge": -1}


{"formula": "C6H12", "method": "wB97M-V/def2-TZVPD", "species": ["C", "C", "C", "C", "C", "C", "H", "H", "H", "H", "H", "H", "H", "H", "H", "H", "H", "H"], "xyz": [[0.863, 0.143, -0.202], [1.868, -0.298, 0.861], [-0.143, 1.213, 0.311], [-1.416, -0.435, -0.898], [-0.016, -1.027, -0.712], [-1.527, 0.546, 0.273], [-2.344, 1.266, 0.162], [-0.141, 2.086, -0.354], [1.349, -0.669, 1.754], [-2.205, -1.194, -0.906], [0.119, 1.576, 1.312], [-1.477, 0.116, -1.847], [1.422, 0.562, -1.049], [0.382, -1.487, -1.624], [-1.705, -0.012, 1.202], [2.514, 0.532, 1.169], [2.513, -1.104, 0.492], [-0.055, -1.814, 0.055]], "e_homo_ha": -0.401, "smiles": "CC1CCCC1", "total_energy_ha": -235.81464}


{"formula": "C4H3NO2", "method": "wB97M-V/def2-TZVPD", "species": ["O", "O", "N", "C", "C", "C", "C", "H", "H", "H"], "xyz": [[-1.350, 0.863, -2.523], [-1.483, -0.243, 0.091], [0.806, -0.065, 0.041], [1.031, 0.023, 1.400], [0.127, -0.741, 1.862], [-0.377, 0.487, -1.923], [-0.427, 0.037, -0.472], [-0.698, -1.344, 2.123], [1.862, 0.543, 1.812], [0.602, 0.450, -2.403]], "e_homo_ha": [-0.354, -0.354], "total_energy_ha": -359.27626}


{"formula": "C45H61N5O7PS2W", "method": "wB97M-V/def2-TZVPD", "species": ["W", "S", "S", "P", "O", "O", "O", "O", "O", "O", "O", "N", "N", "N", "N", "N", "C", "C", "C", "C", "C", "C", "C", "C", "C", "C", "C", "C", "C", "C", "C", "C", "C", "C", "C", "C", "C", "C", "C", "C", "C", "C", "C", "C", "C", "C", "C", "C", "C", "C", "C", "C", "C", "C", "C", "C", "C", "C", "C", "C", "C", "H", "H", "H", "H", "H", "H", "H", "H", "H", "H", "H", "H", "H", "H", "H", "H", "H", "H", "H", "H", "H", "H", "H", "H", "H", "H", "H", "H", "H", "H", "H", "H", "H", "H", "H", "H", "H", "H", "H", "H", "H", "H", "H", "H", "H", "H", "H", "H", "H", "H", "H", "H", "H", "H", "H", "H", "H", "H", "H", "H", "H"], "xyz": [[-0.027, 0.225, -0.220], [1.798, 0.554, -3.762], [-2.036, 0.809, -1.076], [1.094, 1.533, -2.184], [1.503, 0.034, 1.168], [2.235, 2.510, -1.565], [-1.095, -1.460, 0.693], [0.083, 2.697, -2.748], [1.325, -2.603, 0.820], [-1.366, -2.435, -2.256], [2.802, -0.995, -1.064], [-0.814, 1.648, 1.484], [-2.159, -3.402, 0.775], [0.535, -1.328, -1.532], [2.083, -2.781, -2.294], [2.824, -0.115, 2.944], [2.620, 1.298, 3.266], [0.651, -4.755, -2.294], [-0.294, 3.364, -5.030], [1.794, -2.890, -5.130], [-0.884, 3.144, 1.352], [-2.223, 3.654, 0.761], [-3.386, -2.734, 0.325], [-2.299, -4.760, 1.284], [-3.084, 1.074, 4.434], [-2.577, -0.141, 4.887], [-0.676, -6.577, -1.415], [0.258, 5.093, 0.192], [-1.054, -2.678, 0.896], [3.745, -0.861, 3.800], [1.672, -2.891, -6.516], [0.546, 5.775, 1.528], [0.726, -3.273, -4.332], [1.646, -6.925, -1.885], [0.846, -3.314, -2.805], [2.338, -2.158, 1.664], [-0.598, -3.641, -6.314], [-1.516, -0.749, 4.230], [-0.779, 2.522, -3.872], [-0.526, 3.843, 2.694], [0.478, -3.269, -7.111], [0.257, -3.358, 1.310], [-0.962, -2.069, 4.710], [2.969, 3.407, -2.399], [-1.084, 5.591, -0.346], [-0.162, -2.315, -2.166], [-1.450, 1.086, 2.600], [-2.522, 1.669, 3.317], [-0.475, -3.645, -4.933], [-4.219, 1.755, 5.160], [1.915, -1.606, -1.624], [-1.918, 5.812, 2.008], [1.749, -5.612, -2.317], [0.191, 3.575, 0.372], [0.428, -7.415, -1.426], [-0.973, -0.135, 3.114], [-2.187, 5.183, 0.636], [-0.569, -5.255, -1.845], [-0.544, 5.368, 2.522], [4.052, 4.017, -1.541], [2.193, -0.659, 1.918], [2.713, -2.533, -4.683], [-1.050, 3.385, -5.821], [0.123, -2.022, 4.842], [-2.953, 2.599, 3.000], [-1.542, -3.921, -6.768], [0.483, 3.528, 2.977], [-0.820, 1.470, -4.148], [-3.132, -1.801, -0.168], [-2.727, -4.757, 2.290], [0.340, -8.443, -1.097], [2.351, -2.706, 2.610], [4.541, -0.189, 4.114], [0.272, -3.434, 2.402], [0.317, -4.361, 0.890], [3.626, 4.438, -0.626], [3.384, 2.852, -3.242], [-1.955, 6.904, 1.935], [1.528, 5.470, 1.907], [3.244, -1.241, 4.693], [-1.186, 3.566, 3.513], [1.051, 5.312, -0.526], [-1.775, 2.829, -3.549], [-3.016, -0.616, 5.759], [-3.102, 3.354, 1.327], [-2.971, -5.310, 0.628], [2.478, 1.396, 4.342], [-2.698, 5.510, 2.719], [-3.156, 5.518, 0.262], [-1.350, -5.286, 1.303], [3.481, 1.891, 2.958], [-1.176, -2.868, 3.994], [-4.042, -2.539, 1.176], [0.634, 2.956, -5.432], [-1.320, -3.920, -4.314], [4.796, 3.270, -1.260], [3.002, -3.065, -2.579], [-3.850, 2.591, 5.759], [-1.064, 6.680, -0.461], [2.516, -7.571, -1.916], [-0.351, 5.827, 3.494], [1.736, 1.658, 2.755], [-0.137, -0.610, 2.636], [-0.113, 4.390, -4.700], [2.509, -2.574, -7.126], [-4.730, 1.065, 5.832], [-1.276, 5.155, -1.331], [2.706, -5.254, -2.684], [-4.954, 2.153, 4.458], [3.289, -2.308, 1.150], [0.566, 6.864, 1.407], [2.293, 4.169, -2.795], [-1.636, -6.954, -1.081], [-1.435, -4.609, -1.847], [0.380, -3.259, -8.190], [4.209, -1.683, 3.265], [-1.400, -2.363, 5.664], [1.158, 3.196, 0.704], [-0.048, 3.142, -0.591], [-3.891, -3.391, -0.382], [-2.323, 3.197, -0.224], [4.554, 4.820, -2.086]], "e_homo_ha": [-0.222, -0.250], "s2": 3.79, "multiplicity": 4, "total_energy_ha": -3756.76970}


{"formula": "C3H4AuLiO4", "method": "wB97M-V/def2-TZVPD", "species": ["Au", "O", "O", "O", "O", "C", "C", "C", "Li", "H", "H", "H", "H"], "xyz": [[0.335, 0.088, 0.251], [1.623, 0.727, -0.736], [-2.466, -1.700, 0.714], [-0.584, -0.686, 1.358], [-1.671, -1.938, 2.762], [-1.546, -1.489, 1.518], [1.739, 1.534, -1.970], [2.629, 1.677, -0.843], [-3.240, -1.451, -0.879], [0.907, 2.230, -2.106], [2.763, 2.450, -0.084], [2.042, 0.938, -2.832], [-2.533, -2.382, 2.847]], "e_homo_ha": [-0.827, -0.918], "s2": 3.76, "multiplicity": 4, "total_energy_ha": -559.29464, "charge": 3}


{"formula": "C6H9N", "method": "wB97M-V/def2-TZVPD", "species": ["N", "C", "C", "C", "C", "C", "C", "H", "H", "H", "H", "H", "H", "H", "H", "H"], "xyz": [[-1.474, -0.686, 0.312], [1.877, 0.279, -0.381], [0.767, -0.133, -0.592], [-0.401, -1.019, -0.627], [3.251, 0.449, 0.094], [-2.711, -0.183, -0.249], [-1.817, 0.706, 0.531], [-0.773, -1.163, -1.648], [-2.048, 0.956, 1.565], [3.382, 1.344, 0.709], [3.457, -0.426, 0.717], [-3.615, -0.599, 0.188], [-1.264, 1.475, -0.011], [3.985, 0.456, -0.715], [0.005, -1.987, -0.321], [-2.747, -0.016, -1.328]], "e_homo_ha": -0.327, "smiles": "CC#CCN1CC1", "total_energy_ha": -288.65174}


{"formula": "CHNO3S", "method": "wB97M-V/def2-TZVPD", "species": ["S", "O", "O", "O", "N", "C", "H"], "xyz": [[3.875, -1.205, 0.243], [3.928, 1.410, -0.475], [0.753, 1.067, 1.123], [0.127, 1.175, -0.929], [1.084, 0.971, -0.030], [3.891, 0.291, -0.159], [-0.774, 1.437, -0.542]], "e_homo_ha": -0.389, "smiles": "O=C=S.O=NO", "total_energy_ha": -717.29252}


{"formula": "C24H32AgF4N8S3", "method": "wB97M-V/def2-TZVPD", "species": ["Ag", "S", "S", "S", "F", "F", "F", "F", "N", "N", "N", "N", "N", "N", "N", "N", "C", "C", "C", "C", "C", "C", "C", "C", "C", "C", "C", "C", "C", "C", "C", "C", "C", "C", "C", "C", "C", "C", "C", "C", "H", "H", "H", "H", "H", "H", "H", "H", "H", "H", "H", "H", "H", "H", "H", "H", "H", "H", "H", "H", "H", "H", "H", "H", "H", "H", "H", "H", "H", "H", "H", "H"], "xyz": [[-0.270, -0.874, 0.752], [1.891, -1.697, -1.139], [-2.451, 2.206, 1.669], [-1.685, -0.052, -1.334], [-1.989, -1.677, 5.649], [-3.610, -3.655, 6.141], [-3.724, -4.852, 1.585], [-2.067, -2.892, 0.998], [2.483, 0.182, -2.907], [1.492, 0.080, 2.371], [-2.261, 4.812, 1.058], [-2.821, -1.318, -3.320], [3.911, 0.022, -1.005], [-1.902, 3.267, -0.670], [-0.482, -1.462, -3.210], [-1.026, -1.198, 2.890], [-1.636, -1.026, -2.746], [1.528, 1.890, 0.633], [2.862, -1.989, 2.201], [-3.100, -1.936, -4.600], [-2.363, -2.438, 4.581], [-1.728, 5.535, -1.181], [-3.728, -4.324, 3.886], [2.850, -0.396, -1.734], [-0.216, -2.604, -4.065], [-1.876, -2.145, 3.270], [-2.035, 5.749, 0.183], [0.514, 0.692, 3.270], [2.294, 1.086, 1.674], [4.291, 1.698, -2.659], [3.189, 1.208, -3.352], [2.724, 1.845, -4.633], [-2.426, -3.042, 2.300], [-3.287, -4.064, 2.598], [-3.230, -3.474, 4.852], [-0.479, -0.297, 3.886], [-2.210, 3.494, 0.663], [-1.666, 4.233, -1.564], [2.381, -0.845, 3.077], [4.600, 1.046, -1.479], [2.131, 1.131, -5.201], [-2.316, -1.706, -5.315], [-0.046, 1.429, 2.694], [3.489, -2.662, 2.790], [3.111, 0.562, 1.172], [0.763, -2.977, -3.765], [3.244, -0.284, 3.474], [-3.212, -3.020, -4.532], [3.567, 2.186, -5.234], [-0.174, -2.337, -5.121], [2.010, -2.552, 1.819], [2.096, 2.712, -4.415], [-4.030, -1.519, -4.985], [0.953, 1.226, -0.020], [-4.400, -5.134, 4.119], [-0.944, -3.402, -3.918], [0.326, -1.228, -2.603], [2.744, 1.773, 2.415], [3.434, -1.639, 1.339], [-1.543, 6.346, -1.866], [2.236, 2.434, 0.004], [0.843, 2.612, 1.080], [4.872, 2.537, -3.019], [5.446, 1.367, -0.876], [0.011, -0.843, 4.701], [-1.849, 2.288, -0.968], [-2.087, 6.767, 0.561], [-1.259, 0.312, 4.361], [1.852, -1.251, 3.938], [1.022, 1.230, 4.091], [-3.602, -1.054, -2.742], [-1.430, 3.904, -2.568]], "e_homo_ha": -0.137, "total_energy_ha": -3112.84936, "charge": -1}


{"formula": "C2H14BeF6NO11S2", "method": "wB97M-V/def2-TZVPD", "species": ["S", "S", "F", "F", "F", "F", "F", "F", "O", "O", "O", "O", "O", "O", "O", "O", "O", "O", "O", "N", "C", "C", "Be", "H", "H", "H", "H", "H", "H", "H", "H", "H", "H", "H", "H", "H", "H"], "xyz": [[0.797, -2.224, 1.699], [2.648, -0.388, 1.552], [-0.751, -3.019, -0.185], [1.054, 0.528, 3.488], [1.909, 2.007, 2.003], [3.152, 1.150, 3.565], [-1.331, -3.814, 1.639], [-1.860, -1.785, 1.226], [-1.268, 0.937, 1.696], [1.626, -3.384, 1.378], [-2.694, -1.321, -1.532], [1.861, 0.841, -2.144], [-2.703, 1.971, -0.796], [-0.876, 1.393, -3.036], [0.151, 2.684, -0.140], [3.359, -1.405, 2.346], [3.486, 0.248, 0.516], [0.477, -1.991, 3.121], [-0.076, -1.658, -2.512], [1.067, -0.938, 0.885], [-0.900, -2.701, 1.058], [2.144, 0.929, 2.744], [-0.472, 0.254, -0.756], [0.425, 3.060, 0.696], [-3.606, 2.174, -0.552], [-2.799, -2.232, -1.809], [-3.534, -1.094, -1.132], [0.050, -2.604, -2.436], [0.799, 3.001, -0.769], [-2.348, 2.800, -1.116], [-1.397, 2.194, -3.090], [1.974, 1.536, -2.791], [-0.581, 1.238, -3.933], [-0.769, 1.493, 2.295], [0.392, -1.418, -3.312], [2.752, 0.585, -1.907], [-2.160, 0.954, 2.042]], "e_homo_ha": -0.458, "total_energy_ha": -2376.92964, "charge": 1}